Entry from the OMol25 dataset: a 2-piece molecular cluster, C2H5FSi overall in a non-equilibrium geometry (ωB97M-V with the def2-TZVPD basis set).

Summary:
Largest force on an atom in eV/A: 2.799
ΔE to the lowest compared entry with this formula, charge and spin in kJ/mol: 635.3
LUMO energy (spin up / spin down) in eV: -0.58 / -0.75
Kohn-Sham gap (spin up / spin down) in Eh: 0.346 / 0.345
Net charge: 0

Positions of all 9 atoms, in Å:
C 1.38018 0.59854 0.04536
C 0.30392 0.21584 0.73213
F 2.51651 1.22179 0.42334
Si -1.16323 -0.62792 -0.02395
H 1.64317 0.19090 -2.19568
H 0.24402 0.71337 1.77118
H -0.92001 -1.53647 -1.22939
H -2.09773 0.64085 -0.41715
H -1.90682 -1.41690 0.89416

Entry from the OMol25 dataset: a 2-piece molecular cluster, C2H5FSi overall in a non-equilibrium geometry (ωB97M-V with the def2-TZVPD basis set).

Summary:
Largest force on an atom in eV/A: 1.116
ΔE to the lowest compared entry with this formula, charge and spin in kJ/mol: 378.3
LUMO energy in eV: -0.87
Kohn-Sham gap in Eh: 0.284
Net charge: 0

Positions of all 9 atoms, in Å:
C 2.12987 0.21323 0.10659
C 0.92773 -0.17407 0.47338
F 0.23340 -1.06790 -0.25164
Si -2.84512 -0.07380 0.10594
H 2.69001 0.91975 0.68523
H 2.59005 -0.18165 -0.78275
H 0.36668 0.15947 1.33190
H -2.80304 1.18330 -0.68838
H -3.28959 -0.97831 -0.98027